# C2H5NS

2 unconnected molecules or ions with the total composition C2H5NS (ωB97M-V/def2-TZVPD, the OMol25 dataset).

Energy above the lowest of the compared OMol25 structures with the same formula, charge and spin   110.5 kcal/mol
Kohn-Sham gap (spin up / spin down)   0.287 / 0.309 hartree
Energy   -14475.5467 eV
LUMO (spin up / spin down)   -1.10 / -0.40 eV

Last columns: bonded neighbours and bond lengths (Å).
Geometry (Å):
1 C -0.927 -0.542 2.056  C2 1.275, H5 1.144, H6 1.217
2 C -0.799 -0.210 0.832  C1 1.275, H7 1.070
3 N 1.425 0.480 -2.267  S4 1.642, H8 1.016, H9 1.049
4 S 1.701 -0.822 -1.306  N3 1.642
5 H -1.844 -0.564 2.739  C1 1.144
6 H -0.029 -0.980 2.750  C1 1.217
7 H 0.037 -0.323 0.173  C2 1.070
8 H 1.612 1.352 -1.781  N3 1.016
9 H 0.509 0.388 -2.770  N3 1.049

natural (NBO) population analysis, charges in e, atoms 1 to 5:
1. C -0.551
2. C -0.072
3. N -0.918
4. S 0.157
5. H 0.227

---

# C2H5NS3

A single C2H5NS3 molecule (ωB97M-V/def2-TZVPD, the OMol25 dataset).

Energy above the lowest of the compared OMol25 structures with the same formula, charge and spin   3.5 kcal/mol
Kohn-Sham gap   0.321 hartree
Structure (SMILES)   S=C(CS)NS
Energy   -36150.1093 eV
LUMO   0.29 eV

Last columns: bonded neighbours and bond lengths (Å).
Geometry (Å):
1 S -0.304 1.789 -0.141  C2 1.650
2 C -0.001 0.265 0.418  S1 1.650, C3 1.498, N5 1.312
3 C 1.344 -0.164 0.917  C2 1.498, S4 1.844, H7 1.092, H8 1.125
4 S 2.521 -0.526 -0.456  C3 1.844, H9 1.353
5 N -0.891 -0.698 0.402  C2 1.312, S6 1.692, H10 1.014
6 S -2.482 -0.722 -0.173  N5 1.692, H11 1.312
7 H 1.275 -1.089 1.494  C3 1.092
8 H 1.817 0.672 1.503  C3 1.125
9 H 2.113 -1.788 -0.723  S4 1.353
10 H -0.580 -1.625 0.668  N5 1.014
11 H -2.223 -0.552 -1.448  S6 1.312

natural (NBO) population analysis, charges in e, atoms 1 to 5:
1. S -0.133
2. C 0.091
3. C -0.578
4. S 0.004
5. N -0.721

---

# C2H5O

A gas-phase ion, C2H5O (charge -1) (ωB97M-V/def2-TZVPD, the OMol25 dataset).

Energy above the lowest of the compared OMol25 structures with the same formula, charge and spin   7.5 kcal/mol
Net charge   -1
Kohn-Sham gap   0.257 hartree
Structure (SMILES)   CC[O-]
Energy   -4201.4687 eV
LUMO   5.12 eV

Last columns: bonded neighbours and bond lengths (Å).
Geometry (Å):
1 C 0.314 -0.579 0.397  C2 1.606, H4 1.108, H5 1.099, H6 1.089
2 C -0.351 0.588 -0.483  C1 1.606, O3 1.346, H7 1.114, H8 1.127
3 O -0.963 1.429 0.371  C2 1.346
4 H 1.416 -0.520 0.487  C1 1.108
5 H 0.191 -1.636 0.124  C1 1.099
6 H -0.135 -0.503 1.386  C1 1.089
7 H 0.470 1.147 -0.989  C2 1.114
8 H -0.943 0.075 -1.293  C2 1.127

natural (NBO) population analysis, charges in e, atoms 1 to 5:
1. C -0.671
2. C -0.012
3. O -0.961
4. H 0.161
5. H 0.150

---

# C2H5O2

2 unconnected molecules or ions with the total composition C2H5O2 (ωB97M-V/def2-TZVPD, the OMol25 dataset).

Energy above the lowest of the compared OMol25 structures with the same formula, charge and spin   64.6 kcal/mol
Net charge   -1
Kohn-Sham gap   0.225 hartree
Energy   -6248.3377 eV
LUMO   3.85 eV

Last columns: bonded neighbours and bond lengths (Å).
Geometry (Å):
1 O -2.336 -1.197 -0.960  H2 0.967
2 H -2.649 -0.820 -1.793  O1 0.967
3 C -0.006 0.541 -0.405  C4 1.310, H6 1.109, H7 1.086
4 C 0.820 -0.045 0.426  C3 1.310, O5 1.440, H8 1.075
5 O 1.811 0.691 1.166  C4 1.440, H9 0.961
6 H -0.620 -0.146 -1.022  C3 1.109
7 H -0.217 1.602 -0.501  C3 1.086
8 H 0.861 -1.093 0.658  C4 1.075
9 H 1.783 1.544 0.723  O5 0.961

natural (NBO) population analysis, charges in e, atoms 1 to 5:
1. O -1.343
2. H 0.384
3. C -0.528
4. C 0.095
5. O -0.737

---

# C2H5O2P

A single C2H5O2P molecule (ωB97M-V/def2-TZVPD, the OMol25 dataset).

Energy above the lowest of the compared OMol25 structures with the same formula, charge and spin   4.8 kcal/mol
Kohn-Sham gap   0.422 hartree
Energy   -15538.4468 eV
LUMO   0.83 eV

Last columns: bonded neighbours and bond lengths (Å).
Geometry (Å):
1 C 0.830 -0.744 -0.084  C2 1.550, O4 1.498, P5 2.261, H6 1.163, H7 0.996
2 C 0.444 0.747 -0.268  C1 1.550, P5 1.813, H8 1.055, H9 1.120
3 O -2.562 0.487 -0.248  P5 1.509
4 O -0.582 -1.244 -0.083  C1 1.498, P5 1.614
5 P -1.187 0.201 0.305  C1 2.261, C2 1.813, O3 1.509, O4 1.614, H10 1.362
6 H 1.448 -1.391 -0.826  C1 1.163
7 H 1.276 -0.771 0.806  C1 0.996
8 H 1.186 1.430 0.043  C2 1.055
9 H 0.241 1.100 -1.311  C2 1.120
10 H -1.094 0.184 1.664  P5 1.362

natural (NBO) population analysis, charges in e, atoms 1 to 5:
1. C -0.074
2. C -0.818
3. O -1.022
4. O -0.782
5. P 1.953

---

# C2H5O2Si

2 unconnected molecules or ions with the total composition C2H5O2Si (ωB97M-V/def2-TZVPD, the OMol25 dataset).

Energy above the lowest of the compared OMol25 structures with the same formula, charge and spin   24.1 kcal/mol
Net charge   -1
Kohn-Sham gap   0.212 hartree
Energy   -14127.4170 eV
LUMO   3.98 eV

Last columns: bonded neighbours and bond lengths (Å).
Geometry (Å):
1 C -2.666 0.140 -0.003  O3 1.149, O4 1.165
2 C 1.396 0.628 0.164  Si5 1.894, H6 1.171, H7 1.131, H8 1.022
3 O -3.145 -0.894 0.143  C1 1.149
4 O -2.527 1.294 0.079  C1 1.165
5 Si 0.267 -0.781 -0.407  C2 1.894, H9 1.511, H10 1.446
6 H 2.179 0.249 0.948  C2 1.171
7 H 2.124 1.005 -0.615  C2 1.131
8 H 0.913 1.447 0.539  C2 1.022
9 H 0.573 -1.728 0.729  Si5 1.511
10 H 0.889 -1.360 -1.577  Si5 1.446

natural (NBO) population analysis, charges in e, atoms 1 to 5:
1. C 0.996
2. C -1.076
3. O -0.576
4. O -0.597
5. Si 0.121